C5H34NO10S2 | ωB97M-V/def2-TZVPD

Structure (XYZ):
```
52
Properties=species:S:1:pos:R:3:lowdin_charge:R:1
N 0.0328 0.1494 3.6022 0.20
C 0.6190 0.0087 2.1805 -0.23
C 0.8182 1.3039 1.4865 -0.51
S -0.7105 2.3221 1.4545 0.46
S -0.5006 3.6738 0.0556 0.52
C -0.6821 2.9818 -1.5601 -0.55
C -1.8236 1.9613 -1.7657 -0.32
C -3.2824 2.3705 -1.4459 -0.12
H -0.8816 -0.2680 3.5341 0.11
H 0.6373 -0.3619 4.2122 0.11
H 0.0223 1.1139 3.9860 0.17
H 1.5632 -0.5499 2.2252 0.11
H -0.0040 -0.7482 1.6444 0.15
H 1.5583 1.9737 2.0250 0.10
H 1.0783 1.0875 0.3971 0.10
H 0.2535 2.4689 -1.7136 0.01
H -0.9018 3.8354 -2.2390 0.10
H -1.6865 1.0286 -1.1571 0.09
H -1.8528 1.6854 -2.8108 0.10
H -3.4147 3.2994 -2.0137 0.07
H -4.0538 1.7153 -1.8600 0.07
H -3.4915 2.5884 -0.3964 0.06
H 3.5390 0.2711 3.8363 0.08
H 3.1508 -0.9628 4.5300 0.06
O 2.7744 -0.1106 4.3081 -0.04
H -3.3388 -3.1758 -1.1319 0.00
H -4.6501 -3.9406 -0.7915 0.02
O -4.2546 -3.1036 -0.9286 -0.01
H 5.1149 -2.2673 -0.8992 0.06
H 5.1315 -0.8371 -0.2257 0.01
O 4.6527 -1.6306 -0.3682 -0.03
H -3.6744 -1.4078 3.6746 0.08
H -3.5413 -0.4039 4.8342 0.06
O -3.0171 -0.7696 4.0969 -0.09
H 1.0812 -2.2085 -4.3585 0.04
H 1.1760 -3.7412 -4.3730 0.07
O 0.5762 -2.9959 -4.1780 -0.05
H -4.6399 -0.6241 0.1674 0.04
H -4.5413 0.0098 1.5429 0.03
O -4.6835 -0.8520 1.1203 -0.08
H 3.0912 -1.2851 -1.1206 0.01
H 1.7434 -1.7400 -1.7473 0.01
O 2.4891 -1.1529 -1.8735 -0.05
H 0.3681 -3.1803 -2.0430 0.05
H -1.0747 -2.8129 -2.2076 0.01
O -0.3401 -2.5901 -1.6530 -0.08
H 3.7169 1.2534 -0.9794 0.03
H 5.1541 1.8632 -0.8684 0.05
O 4.6642 1.0434 -0.7944 -0.06
H 1.9867 1.7234 -3.1582 0.06
H 1.9293 0.5312 -1.9994 0.01
O 2.1191 1.4570 -2.2526 -0.08
```

For the HOMO-LUMO gap, the calculation gives 0.3132 Ha. Its total charge is +1. The relative energy (zero: lowest compared OMol25 entry of this formula, charge and spin) comes out at 0.00 kJ/mol.